Computed, not measured: C12H18F2MnO7V as an isolated structure, with ωB97M-V/def2-TZVPD.

Its LUMO energy (alpha / beta) is -11.376 / -10.846 eV. The highest occupied orbital energy (alpha / beta) is -14.8901 / -14.8900 eV. As for the total charge: +2. As for the orbital gap (alpha / beta): 3.5136 / 4.0436 eV. Its multiplicity is 7.

Each line ends with the Löwdin charge.
Positions of all 41 atoms, in Å:
H1 1.00 -1.41 -1.51  0.10
O1 0.01 -1.62 -4.58  0.06
H2 1.16 -1.12 1.08  0.12
F1 0.78 4.64 -1.01  -0.51
H3 -4.17 1.06 0.27  0.15
H4 -2.96 -1.78 0.41  0.12
O2 -2.13 0.37 2.38  0.09
H5 -3.58 -0.85 3.15  0.14
C1 1.10 -2.00 -3.75  -0.12
C2 -3.30 0.41 0.36  -0.03
Mn1 -0.66 3.49 0.07  1.29
H6 -2.75 0.33 -0.58  0.12
H7 -4.53 -1.32 1.07  0.13
O3 -1.79 2.15 1.10  -0.04
H8 1.19 1.71 2.26  0.09
H9 0.38 -0.25 2.95  0.09
C3 -0.21 -0.20 -2.75  -0.09
O4 -1.91 -0.50 -4.46  0.14
C4 -3.50 -1.00 0.95  -0.08
O5 3.06 0.91 1.63  -0.03
H10 -2.04 -1.61 2.53  0.14
H11 1.12 -3.04 -3.45  0.13
O6 3.46 2.12 -0.90  -0.08
C5 1.47 -0.27 2.96  -0.14
H12 2.12 -2.22 2.10  0.14
V1 2.48 3.33 -0.97  1.47
C6 1.06 -1.05 -2.53  -0.14
H13 -0.90 -0.16 -1.91  0.09
H14 1.80 -0.73 3.89  0.13
H15 1.90 -0.34 -2.53  0.10
C7 -0.81 -0.70 -4.05  -0.48
H16 2.05 -1.76 -4.22  0.13
H17 0.14 0.83 -2.88  0.10
O7 3.84 -0.78 0.40  0.15
F2 0.82 2.07 -0.32  -0.45
C8 1.95 -1.18 1.85  -0.06
C9 -2.84 -0.90 2.35  -0.06
H18 2.48 1.58 3.51  0.13
C10 -2.35 1.06 1.31  -0.44
C11 3.02 -0.40 1.16  -0.48
C12 2.04 1.13 2.63  -0.14

=====

Computed, not measured: C12H18GaI2O4PmS as an isolated structure, with ωB97M-V/def2-TZVPD.

Its LUMO energy (alpha / beta) is -16.977 / -17.387 eV. The highest occupied orbital energy (alpha / beta) is -22.4140 / -22.3927 eV. As for the total charge: +4. As for the orbital gap (alpha / beta): 5.4367 / 5.0058 eV. Its multiplicity is 5.

Each line ends with the Löwdin charge.
Positions of all 39 atoms, in Å:
H1 0.79 1.41 3.05  0.10
O1 -3.21 -2.01 2.53  0.26
H2 0.36 -1.29 4.46  0.11
H3 2.01 0.87 -4.14  0.11
C1 1.52 -0.38 2.17  -0.16
C2 0.10 -0.25 4.25  -0.04
H4 -1.60 0.04 -4.47  0.14
H5 2.22 1.21 5.14  0.13
H6 0.67 2.02 -3.89  0.10
C3 -2.41 2.33 -1.10  0.07
C4 -2.19 -1.79 2.02  -0.05
H7 2.88 -0.32 4.51  0.12
C5 -1.31 0.14 -3.42  -0.07
C6 0.92 1.00 -4.20  -0.06
H8 1.97 -1.35 2.40  0.09
H9 -1.84 -0.61 -2.83  0.06
H10 3.18 1.21 3.65  0.11
O2 -3.49 2.67 -1.28  0.33
H11 -0.89 -0.24 3.78  0.04
C7 1.17 0.43 3.39  -0.49
Ga1 -0.55 1.60 -0.53  -0.09
H12 0.63 0.89 -5.25  0.13
I1 1.24 3.19 0.40  0.79
Pm1 -0.16 -1.18 0.59  0.92
O3 -2.72 1.24 1.83  0.27
I2 1.46 -3.48 -0.21  0.76
H13 0.00 0.27 5.21  0.12
C8 0.64 -1.45 -3.75  -0.09
H14 -1.60 1.14 -3.07  0.05
C9 0.19 -0.04 -3.36  -0.82
H15 2.09 0.17 1.41  0.06
O4 -3.39 -1.84 -1.08  0.25
H16 1.73 -1.55 -3.65  0.11
H17 0.17 -2.22 -3.12  0.07
H18 0.37 -1.64 -4.80  0.13
C10 -2.37 -1.63 -0.59  -0.04
S1 0.88 0.18 -1.61  0.64
C11 2.44 0.65 4.23  0.00
C12 -1.89 0.62 1.29  -0.17

=====

Computed, not measured: C12H18I2IrO4SSc as an isolated structure, with ωB97M-V/def2-TZVPD.

Its LUMO energy (alpha / beta) is -16.779 / -17.829 eV. The highest occupied orbital energy (alpha / beta) is -23.5527 / -23.6882 eV. As for the total charge: +4. As for the orbital gap (alpha / beta): 6.7742 / 5.8591 eV. Its multiplicity is 5.

Each line ends with the Löwdin charge.
Positions of all 39 atoms, in Å:
I1 2.40 -0.11 1.18  1.07
S1 0.03 -1.88 0.14  0.61
H1 -0.90 2.71 2.14  0.10
C1 -0.78 2.71 -1.26  0.02
H2 -0.22 -3.15 -2.57  0.08
C2 -1.19 -2.99 -2.11  -0.06
C3 -0.05 2.03 1.99  -0.16
H3 -0.47 -4.50 0.93  0.10
H4 -3.19 -3.66 -0.26  0.14
C4 1.28 2.79 1.89  -0.53
C5 1.79 1.08 -2.05  -0.30
H5 2.89 3.57 3.13  0.13
O1 -1.77 0.34 -2.99  0.24
O2 2.05 2.11 -2.52  0.23
H6 1.29 3.64 3.92  0.13
O3 -0.89 3.51 -2.08  0.27
C6 1.20 4.01 0.97  -0.02
H7 -2.86 -1.91 -0.11  0.01
I2 -3.06 0.49 1.44  0.99
H8 -1.53 -2.00 -2.39  0.05
H9 2.14 2.09 3.75  0.10
C7 -1.42 0.40 -1.88  -0.10
H10 -1.90 -3.73 -2.51  0.14
H11 2.04 2.11 1.37  -0.02
Ir1 1.39 -0.59 -1.27  0.66
H12 0.47 -4.64 -0.57  0.11
C8 1.93 3.04 3.26  0.01
C9 1.88 -1.55 -2.82  -0.18
Sc1 -0.61 0.77 0.20  0.25
C10 -0.54 -4.47 -0.16  -0.05
H13 2.18 4.52 0.93  0.13
H14 0.44 4.74 1.30  0.13
O4 2.19 -2.09 -3.81  0.27
C11 -2.47 -2.91 0.08  -0.09
H15 -0.06 1.20 2.73  0.09
C12 -1.12 -3.13 -0.60  -0.83
H16 -1.18 -5.30 -0.49  0.14
H17 0.94 3.71 -0.06  0.04
H18 -2.34 -2.98 1.16  0.10

=====

Computed, not measured: an isolated molecule of C12H18N2O2, with ωB97M-V/def2-TZVPD.

Its LUMO energy is 0.746 eV. Its SMILES is O=C(O)CCCCCNCc1ccncc1. The highest occupied orbital energy is -8.8833 eV. As for the total charge: 0. As for the orbital gap: 9.6290 eV.

Each line ends with the Löwdin charge.
Positions of all 34 atoms, in Å:
H1 2.20 -2.82 3.10  0.13
H2 1.62 -1.10 -1.70  0.11
C1 -3.21 2.25 -2.68  -0.15
C2 -1.64 2.12 -0.89  -0.22
O1 1.28 -0.18 2.77  0.10
H3 -0.64 -0.49 -0.79  0.13
H4 3.13 -2.58 1.61  0.12
H5 -1.18 2.94 -2.83  0.11
O2 3.46 -0.31 2.34  0.11
H6 -3.48 2.52 -3.70  0.10
H7 0.19 3.22 -0.68  0.12
H8 -4.70 0.89 -0.17  0.10
H9 -2.47 1.23 0.88  0.11
C3 2.21 -2.31 2.13  -0.10
C4 1.13 -2.52 -0.18  -0.20
H10 1.95 -3.17 -0.52  0.11
C5 2.23 -0.83 2.44  -0.55
C6 1.43 -1.09 -0.62  -0.19
C7 -1.93 2.48 -2.20  -0.03
C8 0.29 -0.12 -0.33  -0.24
C9 -2.65 1.53 -0.14  -0.03
H11 3.45 0.63 2.55  0.13
H12 0.12 -2.14 1.70  0.11
C10 0.97 -2.71 1.33  -0.19
C11 -0.24 2.27 -0.35  -0.19
N1 -4.17 1.69 -1.97  0.05
N2 0.66 1.21 -0.79  -0.06
H13 0.72 1.21 -1.81  0.11
H14 2.33 -0.72 -0.13  0.10
H15 0.13 -0.05 0.75  0.10
H16 0.76 -3.77 1.52  0.11
H17 0.22 -2.86 -0.67  0.11
C12 -3.89 1.35 -0.72  -0.15
H18 -0.25 2.25 0.74  0.12